1.
Computed, not measured: 15 unconnected molecules or ions with the total composition C99H219N9O15 in a non-equilibrium geometry, with the ωB97M-V functional and the def2-TZVPD basis.

ORCA input file:
```
! wB97M-V def2-TZVPD RIJCOSX def2/J DEFGRID3
* xyz 0 1
C 8.068 5.016 -0.020
C 7.916 3.750 0.883
C 7.345 4.103 2.306
C 5.877 4.549 2.262
C 5.074 3.387 1.712
C 5.609 2.885 0.317
N 7.067 2.687 0.427
O 7.532 2.287 -0.925
C 4.931 1.594 -0.013
C 5.226 3.993 -0.629
C 9.238 3.131 1.142
H 8.216 4.636 -1.019
H 8.961 5.468 0.314
H 7.304 5.803 0.031
H 7.443 3.206 2.830
H 8.032 4.838 2.706
H 5.769 5.396 1.595
H 5.497 4.950 3.201
H 4.033 3.668 1.549
H 5.043 2.521 2.394
H 5.286 0.758 0.580
H 3.906 1.786 0.129
H 4.987 1.292 -1.056
H 4.189 3.673 -0.925
H 5.099 4.986 -0.160
H 5.884 4.071 -1.477
H 9.825 3.549 1.917
H 9.939 3.099 0.296
H 9.162 2.056 1.374
H 7.875 1.492 -0.626
C -4.305 -3.184 0.483
C -5.455 -4.127 0.648
C -5.991 -4.084 2.061
C -7.406 -4.759 2.204
C -8.346 -4.255 1.149
C -7.839 -4.421 -0.312
N -6.533 -3.701 -0.333
O -5.980 -3.835 -1.635
C -7.876 -5.889 -0.740
C -8.737 -3.555 -1.215
C -4.912 -5.508 0.285
H -4.591 -2.084 0.551
H -3.782 -3.375 -0.436
H -3.622 -3.206 1.363
H -5.235 -4.536 2.761
H -6.109 -2.966 2.375
H -7.840 -4.430 3.140
H -7.331 -5.849 2.149
H -8.509 -3.251 1.288
H -9.333 -4.730 1.307
H -7.480 -5.979 -1.717
H -7.528 -6.657 -0.002
H -8.983 -6.024 -0.778
H -8.116 -3.249 -2.079
H -9.596 -4.175 -1.613
H -9.112 -2.664 -0.738
H -4.569 -5.534 -0.771
H -5.719 -6.239 0.392
H -4.070 -5.766 0.982
H -5.916 -2.930 -1.969
C 1.273 -5.945 -2.836
C 0.791 -5.222 -4.116
C 0.395 -6.318 -5.098
C -1.006 -6.899 -4.803
C -2.019 -5.742 -4.738
C -1.588 -4.706 -3.727
N -0.233 -4.212 -3.990
O 0.070 -3.231 -2.996
C -2.597 -3.573 -3.805
C -1.747 -5.355 -2.340
C 2.080 -4.504 -4.595
H 2.316 -6.133 -2.958
H 0.764 -6.924 -2.774
H 1.148 -5.353 -1.949
H 0.262 -5.904 -6.152
H 1.278 -6.975 -5.028
H -1.011 -7.370 -3.780
H -1.272 -7.604 -5.606
H -3.021 -6.101 -4.475
H -2.094 -5.285 -5.756
H -2.358 -3.042 -4.736
H -3.531 -4.058 -3.764
H -2.440 -2.743 -3.141
H -1.328 -6.346 -2.208
H -1.426 -4.697 -1.524
H -2.832 -5.527 -2.273
H 2.468 -3.906 -3.728
H 1.875 -3.886 -5.448
H 2.854 -5.280 -4.768
H 0.513 -2.564 -3.516
C -2.450 6.737 1.870
C -0.960 7.135 1.932
C -0.289 6.166 2.942
C 1.156 6.391 3.135
C 1.852 6.156 1.785
C 1.230 7.031 0.612
N -0.268 6.831 0.733
O -0.961 7.324 -0.395
C 1.597 8.532 0.525
C 1.599 6.479 -0.731
C -0.878 8.583 2.342
H -2.819 6.662 2.874
H -2.617 5.821 1.324
H -3.065 7.511 1.356
H -0.980 6.321 3.820
H -0.488 5.115 2.626
H 1.572 5.697 3.918
H 1.382 7.354 3.559
H 1.720 5.159 1.428
H 2.877 6.470 1.748
H 2.610 8.513 0.085
H 0.979 9.082 -0.139
H 1.690 9.044 1.477
H 1.357 5.452 -0.977
H 1.067 7.045 -1.485
H 2.663 6.679 -0.891
H 0.072 8.957 2.730
H -1.588 8.804 3.145
H -1.060 9.302 1.495
H -1.163 8.236 -0.242
C 7.107 -2.198 1.094
C 5.818 -2.941 1.031
C 4.680 -2.014 0.453
C 4.853 -1.764 -0.970
C 4.801 -3.045 -1.759
C 5.853 -4.035 -1.285
N 5.831 -4.140 0.173
O 6.916 -4.941 0.692
C 5.479 -5.435 -1.789
C 7.215 -3.565 -1.858
C 5.444 -3.440 2.431
H 7.011 -1.367 1.801
H 7.480 -1.701 0.187
H 7.901 -2.861 1.316
H 3.735 -2.581 0.573
H 4.584 -1.143 1.154
H 5.775 -1.296 -1.178
H 4.054 -1.040 -1.289
H 4.985 -2.910 -2.789
H 3.847 -3.500 -1.576
H 5.556 -5.568 -2.872
H 6.087 -6.196 -1.307
H 4.409 -5.545 -1.461
H 7.478 -4.102 -2.792
H 7.362 -2.487 -2.012
H 7.916 -3.977 -1.059
H 4.978 -2.642 2.983
H 6.361 -3.728 3.042
H 4.773 -4.313 2.495
H 6.433 -5.627 1.160
C 1.163 -1.310 -6.881
C 0.484 -0.076 -7.596
C -0.655 -0.515 -8.507
C -1.918 -0.901 -7.771
C -2.456 0.260 -6.947
C -1.329 0.632 -5.892
N -0.051 0.927 -6.700
O 0.959 1.335 -5.763
C -1.645 1.960 -5.182
C -1.200 -0.416 -4.863
C 1.580 0.593 -8.496
H 0.418 -2.036 -6.561
H 1.601 -0.999 -5.992
H 1.850 -1.748 -7.621
H -0.801 0.281 -9.206
H -0.335 -1.362 -9.049
H -1.619 -1.692 -7.149
H -2.712 -1.292 -8.436
H -3.323 -0.070 -6.427
H -2.680 1.120 -7.511
H -2.688 1.955 -4.877
H -0.894 2.045 -4.381
H -1.492 2.821 -5.899
H -0.912 -1.349 -5.385
H -0.354 -0.259 -4.137
H -2.145 -0.598 -4.346
H 1.301 1.457 -9.055
H 1.801 -0.192 -9.257
H 2.464 0.726 -7.800
H 1.119 2.263 -5.981
C -1.879 4.254 6.717
C -0.939 3.005 6.679
C -1.663 1.704 6.318
C -0.797 0.503 5.856
C 0.188 0.988 4.709
C 1.016 2.144 5.238
N 0.087 3.279 5.666
O 0.980 4.339 6.173
C 2.095 1.553 6.260
C 1.750 2.725 4.046
C -0.324 2.878 8.046
H -2.599 4.132 7.489
H -2.347 4.485 5.744
H -1.242 5.107 6.948
H -2.283 1.412 7.142
H -2.380 1.896 5.505
H -1.460 -0.268 5.509
H -0.195 0.206 6.763
H -0.412 1.310 3.823
H 0.830 0.201 4.485
H 1.653 1.020 7.081
H 2.886 1.057 5.660
H 2.714 2.361 6.649
H 2.355 3.575 4.343
H 2.259 1.968 3.554
H 0.969 3.156 3.388
H -0.645 3.746 8.673
H 0.775 2.926 7.987
H -0.599 1.934 8.585
H 0.763 4.997 5.487
C -0.700 -2.789 3.560
C 0.141 -3.973 4.223
C -0.723 -5.160 4.620
C -1.245 -5.813 3.314
C -0.156 -6.182 2.294
C 0.901 -5.076 2.061
N 1.250 -4.554 3.363
O 2.070 -3.366 3.087
C 2.235 -5.901 1.612
C 0.364 -4.202 0.933
C 0.727 -3.526 5.590
H -0.027 -2.155 3.019
H -1.216 -2.272 4.346
H -1.459 -3.207 2.878
H -0.023 -5.876 5.088
H -1.480 -4.822 5.324
H -1.969 -5.104 2.853
H -1.802 -6.640 3.630
H -0.576 -6.376 1.308
H 0.320 -7.137 2.478
H 2.471 -6.695 2.379
H 2.046 -6.280 0.625
H 3.077 -5.207 1.603
H 0.292 -4.734 -0.061
H -0.572 -3.664 1.146
H 1.065 -3.373 0.825
H 1.456 -4.272 5.868
H -0.028 -3.549 6.352
H 1.155 -2.596 5.628
H 2.913 -3.573 3.509
C 1.469 0.673 -1.476
C 0.415 0.925 -0.443
C 0.365 2.349 -0.138
C -0.731 2.736 0.845
C -2.055 2.215 0.198
C -2.055 0.736 -0.392
N -0.864 0.402 -1.004
O -0.807 -1.003 -1.229
C -2.476 -0.212 0.766
C -3.086 0.604 -1.463
C 0.848 0.026 0.815
H 1.387 1.316 -2.365
H 1.521 -0.390 -1.852
H 2.517 0.815 -1.142
H 1.321 2.591 0.386
H 0.257 2.858 -1.088
H -0.661 3.817 0.977
H -0.607 2.278 1.854
H -2.407 2.854 -0.658
H -2.921 2.179 0.901
H -3.616 0.042 0.880
H -2.287 -1.171 0.396
H -2.005 -0.022 1.709
H -4.104 0.920 -1.268
H -2.668 1.244 -2.266
H -3.190 -0.384 -1.887
H 0.203 0.187 1.692
H 1.887 0.249 1.077
H 0.934 -1.061 0.563
H -0.819 -1.019 -2.214
C 6.970 0.570 -3.694
C 6.148 0.094 -4.938
C 4.701 -0.426 -4.625
O 5.861 1.235 -5.766
H 6.981 -0.254 -2.997
H 6.519 1.467 -3.248
H 8.030 0.713 -4.052
H 6.659 -0.721 -5.451
H 4.857 -1.411 -4.317
H 4.140 -0.531 -5.580
H 4.183 0.298 -3.956
H 6.481 1.402 -6.433
C -6.144 1.349 5.390
C -6.152 0.865 3.945
C -5.242 1.745 3.145
O -5.600 -0.495 3.910
H -5.137 1.537 5.764
H -6.742 0.755 6.135
H -6.632 2.333 5.414
H -7.182 0.840 3.543
H -5.180 1.487 2.094
H -4.254 1.787 3.630
H -5.520 2.838 3.209
H -5.818 -0.835 3.041
C -3.126 6.099 -3.305
C -3.088 5.604 -1.841
C -4.198 4.550 -1.531
O -1.893 4.972 -1.505
H -2.828 7.126 -3.461
H -4.167 6.029 -3.599
H -2.565 5.405 -3.959
H -3.113 6.494 -1.212
H -5.177 4.834 -1.853
H -4.220 4.396 -0.493
H -3.804 3.597 -2.060
H -1.212 5.554 -1.129
C 4.112 4.099 -5.215
C 2.710 3.635 -4.889
C 2.145 4.360 -3.652
O 1.854 4.023 -6.052
H 3.998 5.170 -5.493
H 4.616 3.510 -5.947
H 4.682 4.097 -4.292
H 2.724 2.547 -4.749
H 1.075 4.168 -3.486
H 2.270 5.415 -3.651
H 2.668 4.047 -2.756
H 1.477 4.834 -5.708
C -4.052 -1.921 7.413
C -3.552 -2.663 6.092
C -4.480 -3.733 5.695
O -3.272 -1.818 5.033
H -4.918 -1.287 7.187
H -3.171 -1.316 7.864
H -4.428 -2.651 8.115
H -2.592 -3.062 6.406
H -3.924 -4.319 4.975
H -5.481 -3.349 5.306
H -4.682 -4.343 6.579
H -3.993 -1.342 4.585
C -7.928 1.304 0.730
C -7.693 -0.078 0.140
C -7.074 -0.014 -1.207
O -6.940 -0.865 1.161
H -8.546 1.911 0.015
H -6.994 1.723 0.679
H -8.120 1.231 1.807
H -8.649 -0.599 -0.001
H -6.922 -1.004 -1.572
H -6.073 0.446 -1.074
H -7.747 0.661 -1.858
H -6.644 -1.696 0.644
*
```

Computed properties:
LUMO (eV): 0.39
Orbital gap (hartree): 0.30605
Energy relative to the best compared isomer or geometry (same formula, charge and spin) (eV): 4.391
Highest occupied orbital energy (eV): -7.94
Total energy (Ha): -5524.2983

2.
Computed, not measured: C4H8N2OS in the gas phase in a non-equilibrium geometry, with the ωB97M-V functional and the def2-TZVPD basis.

ORCA input file:
```
! wB97M-V def2-TZVPD RIJCOSX def2/J DEFGRID3
* xyz 0 1
C -2.237 -1.794 -0.018
C -1.840 -0.577 0.271
N -0.683 0.204 -0.171
S -0.670 2.006 0.047
C 0.550 -0.439 -0.133
O 0.512 -1.707 -0.125
N 1.701 0.326 -0.183
C 2.915 -0.454 0.179
H -3.188 -2.160 0.263
H -1.391 -2.453 -0.443
H -2.476 0.174 0.916
H -1.131 2.279 -1.213
H 1.582 1.290 0.367
H 2.620 -1.002 1.198
H 3.323 -1.066 -0.838
H 3.829 0.363 0.683
*
```

Computed properties:
LUMO (eV): 0.32
Orbital gap (hartree): 0.34599
Energy relative to the best compared isomer or geometry (same formula, charge and spin) (eV): 3.310
SMILES: C=CN(S)C(=O)NC
Highest occupied orbital energy (eV): -9.09
Total energy (Ha): -740.0404

3.
Computed, not measured: C17H16N6O3S in the gas phase in a non-equilibrium geometry, with the ωB97M-V functional and the def2-TZVPD basis.

ORCA input file:
```
! wB97M-V def2-TZVPD RIJCOSX def2/J DEFGRID3
* xyz 0 1
C -0.331 -2.816 2.580
C -1.391 -2.700 1.532
C -2.022 -3.822 1.001
C -2.981 -3.647 0.016
C -3.293 -2.370 -0.418
C -2.609 -1.317 0.176
N -2.785 0.022 -0.172
C -3.224 0.529 -1.357
O -3.836 -0.088 -2.194
C -2.800 1.981 -1.551
S -0.970 2.053 -1.528
C -0.742 2.419 0.150
N -1.591 3.026 0.958
N -0.956 3.178 2.109
N 0.217 2.711 2.066
N 0.410 2.198 0.842
C 1.554 1.474 0.469
C 2.813 2.031 0.650
C 3.928 1.305 0.284
C 3.798 0.026 -0.243
C 2.526 -0.551 -0.365
C 1.402 0.184 -0.018
O 2.347 -1.832 -0.801
C 3.536 -2.594 -0.811
C 4.678 -1.779 -1.415
O 4.930 -0.637 -0.624
N -1.688 -1.477 1.120
H 0.530 -3.351 2.182
H -0.705 -3.368 3.440
H -0.018 -1.825 2.896
H -1.762 -4.807 1.354
H -3.485 -4.500 -0.413
H -4.023 -2.186 -1.187
H -2.308 0.646 0.467
H -3.160 2.638 -0.761
H -3.124 2.332 -2.529
H 2.908 3.021 1.066
H 4.919 1.714 0.393
H 0.433 -0.281 -0.105
H 3.327 -3.486 -1.402
H 3.802 -2.883 0.215
H 5.606 -2.350 -1.439
H 4.405 -1.473 -2.434
*
```

Computed properties:
LUMO (eV): 0.55
Orbital gap (hartree): 0.34225
Energy relative to the best compared isomer or geometry (same formula, charge and spin) (eV): 0.633
SMILES: Cc1cccc(NC(=O)CSc2nnnn2-c2ccc3c(c2)OCCO3)n1
Highest occupied orbital energy (eV): -8.77
Total energy (Ha): -1609.8505

4.
Computed, not measured: a gas-phase ion, C8H11N2O3SSi (charge -1) in a non-equilibrium geometry, with the ωB97M-V functional and the def2-TZVPD basis.

ORCA input file:
```
! wB97M-V def2-TZVPD RIJCOSX def2/J DEFGRID3
* xyz -1 1
C -2.714 -0.291 2.017
C -1.908 0.527 1.146
C -1.952 0.716 -0.250
C -0.743 1.099 1.820
C 1.245 0.873 0.491
C 1.940 -1.858 -0.712
C -4.150 -1.247 -0.620
C 2.295 -1.253 0.595
N -3.270 -1.085 2.650
N 0.296 1.662 0.991
O -0.584 1.376 3.021
O 2.130 1.252 -0.246
O 1.296 -0.352 1.050
Si 0.047 3.197 0.120
S -2.981 0.118 -1.383
H 0.901 -2.110 -0.754
H 2.153 -1.158 -1.642
H 2.505 -2.807 -0.850
H -3.538 -1.823 0.058
H -4.430 -1.896 -1.415
H -5.052 -0.862 -0.187
H 3.312 -0.825 0.456
H 2.257 -1.971 1.457
H 0.174 2.859 -1.270
H 1.300 3.821 0.427
H -1.099 4.063 0.306
*
```

Computed properties:
LUMO (eV): 3.09
Orbital gap (hartree): 0.27675
Energy relative to the best compared isomer or geometry (same formula, charge and spin) (eV): 1.296
Highest occupied orbital energy (eV): -4.44
Total energy (Ha): -1334.3605

Q: What is the formula in the fourth record?
A: C8H11N2O3SSi

Q: What is the formula in the first record?
A: C99H219N9O15

Q: The lowest energy relative to the best compared isomer or geometry (same formula, charge and spin) belongs to which entry?
A: C17H16N6O3S